10
Properties=species:S:1:pos:R:3:lowdin_charge:R:1 method="wB97M-V/def2-TZVPD" charge=0 lumo_energy_ha="-0.0417 / -0.0542" energy_ha=-968.84774 spin_multiplicity=1 e_above_lowest_kcal_mol=79.1 gap_ev="7.968 / 6.289"
C -1.6097 0.0679 -0.1483 -0.196
C -0.7602 1.1069 0.3898 -0.238
C -1.0719 -1.2025 -0.0819 -0.444
C 0.3851 0.5970 0.8360 -0.354
O 3.8789 -0.4612 -0.8760 -0.631
P 3.6972 0.6816 0.0482 0.785
S 0.4409 -1.1388 0.6899 0.876
H -2.5455 0.2015 -0.6653 0.094
H -0.8852 2.1320 0.3820 0.066
H -1.5297 -1.9844 -0.5745 0.041